*A*
C4H10NS | ωB97M-V with the def2-TZVPD basis set

Positions of all 16 atoms, in Å:
C -0.964 1.711 0.131
C -0.628 0.833 1.248
N -0.235 -0.489 0.731
C 1.080 -0.801 0.103
C 0.727 -1.618 -1.141
S 2.017 -1.904 -2.436
H 0.073 2.033 -0.340
H -1.517 1.250 -0.717
H -1.674 2.443 0.385
H -1.541 0.683 1.889
H 0.094 1.297 1.966
H -0.939 -0.651 0.062
H 1.671 -1.401 0.723
H 1.682 0.157 -0.210
H -0.100 -0.968 -1.601
H 0.253 -2.575 -0.791

gap between HOMO and LUMO = 0.2172 Eh
total charge = -1
E_HOMO = -2.3 eV
structure (SMILES) = CCNCC[S-]

Atom charges from the natural (NBO) analysis, given in e for atoms 1 to 2: atom 1 (C): -0.63, atom 2 (C): -0.22

***

*B*
C4H10NS | ωB97M-V with the def2-TZVPD basis set

Positions of all 16 atoms, in Å:
C -1.580 1.289 -1.182
C -0.393 1.583 -0.303
N -0.517 0.919 1.001
C -0.898 -0.504 0.960
C 0.034 -1.520 0.306
S 1.786 -0.967 -0.296
H -1.492 0.254 -1.511
H -1.567 1.931 -2.061
H -2.579 1.427 -0.743
H 0.529 1.274 -0.826
H -0.414 2.651 -0.056
H 0.343 0.892 1.535
H -0.946 -0.713 2.056
H -1.914 -0.782 0.643
H 0.496 -2.152 1.064
H -0.410 -2.132 -0.480

gap between HOMO and LUMO = 0.2338 Eh
total charge = -1
E_HOMO = -2.2 eV
structure (SMILES) = CCNCC[S-]

Atom charges from the natural (NBO) analysis, given in e for atoms 1 to 2: atom 1 (C): -0.62, atom 2 (C): -0.24

***

Verdict on stability: *A* comes out at the bottom.

***

*A*
C3H8NS | ωB97M-V with the def2-TZVPD basis set

Positions of all 13 atoms, in Å:
C -2.413 0.219 0.421
C -1.645 -0.486 -0.725
C -1.048 0.667 -0.005
N 2.783 -0.164 0.305
S 0.044 1.792 0.245
H -3.214 0.831 0.051
H -2.668 -0.237 1.301
H -1.261 -1.509 -0.700
H -1.958 -0.298 -1.784
H 2.083 0.516 0.225
H 3.749 0.230 0.091
H 2.950 -0.767 1.077
H 2.597 -0.794 -0.502

gap between HOMO and LUMO = 0.3016 Eh
total charge = +1
E_HOMO = -12.4 eV

Atom charges from the natural (NBO) analysis, given in e for atoms 1 to 2: atom 1 (C): -0.46, atom 2 (C): -0.49

***

*B*
C3H8NS | ωB97M-V with the def2-TZVPD basis set

Positions of all 13 atoms, in Å:
N 0.112 1.478 0.118
C -0.364 0.055 0.060
S -2.191 -0.015 -0.107
C 0.552 -0.866 -0.631
C 0.504 -0.899 0.863
H 1.024 1.492 0.598
H -0.749 1.964 0.524
H 0.474 1.897 -0.792
H -2.211 -0.862 -1.013
H 1.529 -0.240 -1.010
H 0.252 -1.591 -1.375
H -0.174 -1.779 1.293
H 1.244 -0.635 1.473

gap between HOMO and LUMO = 0.3772 Eh
total charge = +1
E_HOMO = -14.1 eV
structure (SMILES) = [NH3+]C1(S)CC1

Atom charges from the natural (NBO) analysis, given in e for atoms 1 to 2: atom 1 (N): -0.71, atom 2 (C): -0.05

***

Verdict on stability: *B* comes out at the bottom.

***

*A*
C22H22N2O4 | ωB97M-V with the def2-TZVPD basis set

Positions of all 50 atoms, in Å:
C -1.335 -2.366 1.419
C -0.766 -1.649 0.230
C -1.509 -1.285 -0.891
O -2.861 -1.459 -1.052
C -3.769 -1.169 0.005
C -5.145 -0.979 -0.634
C -3.387 0.102 0.773
O -3.536 0.200 1.972
N -2.926 1.095 -0.012
C -2.361 2.310 0.541
C -0.861 2.201 0.650
C -0.025 2.703 -0.340
C 1.344 2.560 -0.185
N 1.903 1.964 0.853
C 1.107 1.474 1.789
C -0.275 1.559 1.734
C -0.879 -0.723 -2.012
C 0.469 -0.482 -2.026
C 1.239 -0.779 -0.899
C 2.640 -0.529 -0.781
C 3.312 -0.857 0.347
C 2.661 -1.474 1.475
O 3.171 -1.807 2.516
O 1.309 -1.691 1.326
C 0.610 -1.362 0.215
C 4.762 -0.501 0.260
C 4.807 0.428 -0.965
C 3.559 0.080 -1.795
H -1.917 -1.697 2.051
H -1.970 -3.189 1.095
H -0.523 -2.768 2.018
H -3.823 -1.993 0.724
H -5.422 -1.881 -1.173
H -5.127 -0.146 -1.333
H -5.880 -0.782 0.141
H -2.753 0.904 -0.987
H -2.802 2.435 1.533
H -2.642 3.153 -0.097
H -0.431 3.208 -1.204
H 2.031 2.951 -0.924
H 1.604 0.995 2.622
H -0.887 1.145 2.521
H -1.493 -0.497 -2.871
H 0.941 -0.054 -2.896
H 5.113 -0.019 1.171
H 5.358 -1.405 0.109
H 5.726 0.315 -1.537
H 4.734 1.462 -0.629
H 3.126 0.954 -2.280
H 3.785 -0.659 -2.569

gap between HOMO and LUMO = 0.3134 Eh
E_HOMO = -8.3 eV
structure (SMILES) = Cc1c(O[C@H](C)C(=O)NCc2ccncc2)ccc2c3c(c(=O)oc12)CCC3

Atom charges from the natural (NBO) analysis, given in e for atoms 1 to 2: atom 1 (C): -0.66, atom 2 (C): -0.13

***

*B*
C22H22N2O4 | ωB97M-V with the def2-TZVPD basis set

Positions of all 50 atoms, in Å:
O 1.608 1.007 -2.123
C 0.915 1.135 -1.180
N 1.453 1.053 0.113
H 0.990 1.289 0.847
C 3.033 0.791 0.099
C 3.705 1.936 1.246
H 3.220 3.020 1.231
H 4.736 1.872 0.953
C 3.630 1.107 2.634
H 4.228 1.655 3.317
H 2.579 1.191 3.239
C 3.986 -0.400 2.403
H 4.979 -0.375 2.011
H 3.520 -0.960 3.245
C 3.182 -0.644 0.962
H 2.202 -0.834 1.298
H 3.658 -1.136 0.319
H 3.503 0.908 -0.643
C -0.552 1.340 -1.072
C -1.037 1.624 -2.363
C -1.904 0.726 -3.162
C -2.063 1.460 -4.206
C -1.318 2.430 -4.300
O -0.613 2.682 -3.111
H -1.065 2.886 -5.180
H -2.871 1.021 -5.181
H -2.462 0.038 -2.886
N -1.213 0.365 -0.179
C -2.196 1.056 0.457
O -2.501 2.204 0.590
C -3.228 -0.183 0.930
C -4.130 -0.037 1.745
C -4.933 -1.182 1.868
C -4.266 -1.884 0.760
O -3.256 -1.249 0.243
H -4.597 -3.025 0.692
H -5.717 -1.583 2.358
H -4.413 1.111 2.607
C -0.650 -0.836 -0.130
C -0.495 -1.413 1.259
C -0.155 -2.531 1.217
C 0.487 -3.218 0.315
C 0.445 -2.717 -1.147
C -0.120 -1.396 -1.380
H -0.114 -1.127 -2.234
H 0.577 -3.277 -2.116
H 0.745 -4.278 0.115
H -0.118 -3.049 2.059
H -0.934 -1.024 1.961
H -0.465 2.453 -0.501

gap between HOMO and LUMO = 0.3124 Eh
E_HOMO = -8.1 eV

Atom charges from the natural (NBO) analysis, given in e for atoms 1 to 2: atom 1 (O): -0.59, atom 2 (C): 0.69

***

Verdict on stability: *B* comes out at the bottom.

***

*A*
C4H8IN2 | ωB97M-V with the def2-TZVPD basis set

Positions of all 15 atoms, in Å:
C 0.566 -0.109 -1.571
N 0.486 -0.263 -0.343
C 1.134 -1.235 0.417
C -0.544 0.587 0.328
N -0.247 1.971 0.455
C -1.760 0.182 0.458
I -2.779 -1.735 0.369
H 1.110 -0.761 -2.188
H 0.010 0.696 -2.065
H 0.707 -1.412 1.453
H 1.157 -2.219 -0.012
H 2.207 -0.961 0.799
H 0.063 2.269 1.402
H 0.483 2.065 -0.228
H -2.594 0.925 0.727

gap between HOMO and LUMO = 0.2931 Eh
total charge = +1
E_HOMO = -13.1 eV
structure (SMILES) = C=[N+](C)/C(N)=C\I

Atom charges from the natural (NBO) analysis, given in e for atoms 1 to 2: atom 1 (C): 0.14, atom 2 (N): -0.25

***

*B*
C4H8IN2 | ωB97M-V with the def2-TZVPD basis set

Positions of all 15 atoms, in Å:
C 0.625 1.750 -0.044
C 0.032 -0.432 0.517
C -1.117 0.210 -0.249
C 0.488 -1.788 0.073
N 1.054 0.665 0.515
N -0.672 1.564 -0.434
I -3.100 -0.344 -0.076
H 1.073 2.728 0.146
H -0.266 -0.652 1.667
H -0.263 -0.370 -2.365
H -0.467 -2.503 -0.156
H 1.130 -2.261 0.802
H 1.003 -1.655 -0.880
H 1.754 0.751 1.214
H -1.273 2.337 -0.731

gap between HOMO and LUMO (spin up / spin down) = 0.2796 / 0.3233 Eh
total charge = +1
E_HOMO (spin up / spin down) = -12.1 / -13.8 eV

Atom charges from the natural (NBO) analysis, given in e for atoms 1 to 2: atom 1 (C): 0.35, atom 2 (C): -0.16

***

Verdict on stability: *B* comes out at the bottom.

***

*A*
C3H2BrNO2 | ωB97M-V with the def2-TZVPD basis set

Positions of all 9 atoms, in Å:
O 1.461 -2.213 -0.141
C 1.449 -1.042 0.071
C 0.272 -0.013 0.139
C 1.439 1.056 -0.074
O 1.546 2.214 -0.088
N 2.264 -0.027 -0.106
Br 4.580 0.045 0.009
H -0.450 -0.002 -0.775
H -0.196 0.069 1.032

gap between HOMO and LUMO = 0.2870 Eh
E_HOMO = -10.6 eV
structure (SMILES) = O=C1CC(=O)N1Br

Atom charges from the natural (NBO) analysis, given in e for atoms 1 to 2: atom 1 (O): -0.50, atom 2 (C): 0.66

***

*B*
C3H2BrNO2 | ωB97M-V with the def2-TZVPD basis set

Positions of all 9 atoms, in Å:
O -0.314 2.730 -1.640
C -0.575 1.677 -1.190
C -0.770 0.453 -0.758
Br -2.073 0.320 0.759
H -0.433 -0.542 -1.157
N 0.695 -1.552 1.438
C 1.338 -0.787 0.775
O 2.019 0.048 0.321
H 0.112 -2.346 1.452

gap between HOMO and LUMO = 0.3198 Eh
E_HOMO = -9.3 eV
structure (SMILES) = O=C=CBr.N=C=O

Atom charges from the natural (NBO) analysis, given in e for atoms 1 to 2: atom 1 (O): -0.42, atom 2 (C): 0.69

***

Verdict on stability: *A* comes out at the bottom.

***

*A*
C9H14N3S | ωB97M-V with the def2-TZVPD basis set

Positions of all 27 atoms, in Å:
C -0.543 -0.674 2.966
C 0.698 -1.355 2.623
C -1.306 -0.694 1.845
C 0.568 -1.875 1.379
C -4.191 -0.728 -0.686
C -3.690 0.252 -1.166
C -0.164 0.782 -1.707
C 3.337 1.349 -1.102
C 1.955 1.831 -0.969
N -0.665 -1.437 0.900
N -1.074 -0.125 -1.528
N 0.991 0.764 -1.064
S -0.999 -1.577 -0.800
H -0.815 -0.203 3.831
H 1.588 -1.546 3.214
H -2.237 -0.264 1.892
H 1.071 -2.409 0.690
H -4.987 -1.253 -0.256
H -2.398 -1.761 -0.569
H -2.915 0.777 -1.627
H -0.274 1.780 -2.349
H 3.510 1.003 -2.219
H 4.175 1.975 -0.812
H 3.567 0.544 -0.324
H 1.589 2.475 -1.823
H 1.924 2.347 0.127
H 1.287 0.021 -0.466

gap between HOMO and LUMO = 0.3347 Eh
total charge = +1
E_HOMO = -12.6 eV

Atom charges from the natural (NBO) analysis, given in e for atoms 1 to 2: atom 1 (C): -0.22, atom 2 (C): -0.25

***

*B*
C9H14N3S | ωB97M-V with the def2-TZVPD basis set

Positions of all 27 atoms, in Å:
C 3.932 -1.224 0.342
C 3.096 -1.728 -0.721
C 3.510 -0.087 1.069
C 2.072 -1.015 -1.225
C 2.400 0.647 0.607
C 1.735 0.206 -0.533
C -2.046 0.735 0.256
C -3.567 0.677 -0.202
C -0.955 -0.049 -0.504
N 0.855 2.292 0.394
N 1.760 1.651 1.283
N -4.008 -0.773 -0.097
S 0.506 1.460 -0.918
H 4.924 -1.733 0.707
H 3.287 -2.678 -1.123
H 4.281 0.331 1.805
H 1.555 -1.308 -2.162
H -1.782 1.895 0.163
H -2.116 0.842 1.334
H -4.236 1.190 0.512
H -3.722 1.113 -1.176
H -0.426 -0.889 0.027
H -1.118 -0.314 -1.556
H 2.295 2.297 2.002
H -4.201 -1.084 0.876
H -3.231 -1.456 -0.420
H -4.802 -0.998 -0.742

gap between HOMO and LUMO = 0.2362 Eh
total charge = +1
E_HOMO = -10.0 eV

Atom charges from the natural (NBO) analysis, given in e for atoms 1 to 2: atom 1 (C): -0.16, atom 2 (C): -0.24

***

Verdict on stability: *A* comes out at the bottom.